w.
Entry from OMol25: a cluster of 3 separate species, C3H10O3 in total (ωB97M-V/def2-TZVPD).

Geometry (Å):
C 1.42269 0.63285 -1.13348
C 0.79713 0.22966 0.22131
C 1.75091 -0.22351 1.28603
O 1.42927 -0.28950 2.39126
H 2.40380 0.11332 -1.38648
H 1.48996 1.69817 -1.15641
H 0.71841 0.28487 -2.03461
H 0.14985 1.03222 0.61309
H 0.03731 -0.60638 0.17298
H 2.84309 -0.48822 1.06940
O -1.96300 -0.53796 1.25740
H -1.62955 0.09125 1.92765
H -1.47827 -1.26935 1.38777
O -2.80720 -0.26226 -1.84391
H -2.12908 0.40289 -1.58194
H -3.03529 -0.80805 -1.19006

Results
Kohn-Sham gap: 0.393 Eh
SMILES: CCC=O.O.O
HOMO level: -10.0 eV

***

x.
Entry from OMol25: a cluster of 3 separate species, C3H10O3 in total (ωB97M-V/def2-TZVPD).

Geometry (Å):
C -0.33111 -1.61880 1.53736
C 0.60543 -1.39435 0.34760
C 1.97957 -1.90691 0.68752
O 2.91655 -1.15701 0.32638
H -0.83387 -0.64000 1.76482
H -1.03983 -2.50299 1.51456
H 0.32483 -1.70835 2.45934
H 0.87785 -0.28953 0.17167
H 0.19545 -1.90495 -0.58826
H 2.15564 -2.77059 1.50740
O -2.19168 1.89272 -4.37893
H -2.65513 2.42898 -3.76399
H -1.99518 2.49555 -5.05252
O 0.16611 3.18095 1.50197
H -0.75978 3.38864 1.15263
H 0.58517 2.50665 0.81245

Results
Kohn-Sham gap: 0.381 Eh
SMILES: CCC=O.O.O
HOMO level: -9.9 eV

***

Computed stability ranking, most favorable first: w, x

***

w.
Entry from OMol25: the ion C5H10NO2 with charge -1 (ωB97M-V/def2-TZVPD).

Geometry (Å):
C -0.42403 -0.19351 1.56680
C -0.54788 0.29523 0.07347
C -0.17585 -0.96086 -0.95058
C -0.98768 -2.09519 -0.49633
O -1.02234 -3.27052 -0.72691
N -0.01990 1.50491 -0.33787
C 1.72289 1.60937 -0.34153
O 2.11502 1.21742 -1.51389
H -0.42261 -1.30837 1.78522
H 0.45193 0.14271 2.23556
H -1.23378 0.22728 2.17787
H -1.70389 0.69439 0.01504
H 0.83428 -1.11053 -0.86622
H -0.39683 -0.54542 -1.91756
H -1.83245 -1.63538 0.17284
H -0.16826 1.77369 -1.35495
H 2.19424 1.04767 0.42100
H 1.61717 2.60709 0.05803

Results
Kohn-Sham gap: 0.239 Eh
total charge: -1
SMILES: C[C@H](CC=O)NC[O-]
HOMO level: -2.8 eV

***

x.
Entry from OMol25: the ion C5H10NO2 with charge -1 (ωB97M-V/def2-TZVPD).

Geometry (Å):
O 1.83274 0.52022 0.35376
C 0.67855 1.22382 0.51227
C -0.36465 -0.21679 -0.06749
C 0.33833 -1.30190 -0.83118
C 0.96952 -2.29967 0.14488
N -0.41613 1.01221 -0.64495
C -1.55188 1.88733 -0.19856
O -2.07702 1.68972 1.00942
H 0.25103 1.04251 1.51784
H -1.16058 -0.55897 0.59663
H -0.34062 -1.78542 -1.54693
H 1.09633 -0.74221 -1.37895
H 1.67303 -1.64765 0.67694
H 0.24248 -2.64471 0.88642
H 1.51316 -3.15721 -0.25034
H 0.76651 2.32930 0.56582
H -1.12655 2.91272 -0.35409
H -2.32426 1.73669 -0.99148

Results
Kohn-Sham gap: 0.246 Eh
total charge: -1
HOMO level: -3.1 eV

***

Computed stability ranking, most favorable first: w, x

***

w.
Entry from OMol25: a structure of composition C6H17N2 (ωB97M-V/def2-TZVPD).

Geometry (Å):
C 1.48224 -0.47400 1.26141
N 1.71359 0.52760 0.23755
C 2.58911 0.41341 -0.96950
C 2.09196 1.41786 -2.05197
C -0.16792 -0.58260 1.41528
N -0.82504 -0.06398 0.21220
C -2.37076 -1.82188 1.57335
C -0.85360 -1.88341 1.66373
H 2.12509 -0.30216 2.12563
H 1.65780 -1.54763 0.91443
H 0.55669 0.68856 0.01118
H 2.52403 -0.60841 -1.40633
H 3.65145 0.68338 -0.76743
H 1.07943 1.03426 -2.44227
H 1.81248 2.37604 -1.45925
H 2.88983 1.62701 -2.80843
H -0.54471 0.03288 2.26952
H -4.60620 4.34071 -3.83235
H -1.46737 0.72622 0.32794
H -4.00057 3.96142 -4.20182
H -2.62289 -2.91996 1.66727
H -2.88694 -1.21344 2.35602
H -2.74652 -1.35969 0.65723
H -0.58474 -2.47465 0.78424
H -0.49645 -2.57753 2.46237

Results
Kohn-Sham gap: 0.210 Eh
total charge: +1
HOMO level: -14.3 eV

***

x.
Entry from OMol25: a cluster of 2 separate species, C6H17N2 in total (ωB97M-V/def2-TZVPD).

Geometry (Å):
C -0.17618 -1.31158 0.41716
N -0.93135 -0.44139 1.31027
C -0.13251 0.67503 1.96761
C -1.00038 1.52847 2.80132
C 0.25473 -0.47955 -0.75510
N 1.36627 0.38428 -0.48242
C -0.16748 -0.12888 -3.17563
C 0.33226 -1.09998 -2.12575
H -0.77382 -2.20981 0.15610
H 0.68678 -1.79027 0.75080
H -1.15509 -1.04031 2.14428
H 0.46510 1.23110 1.20896
H 0.73190 0.09936 2.68028
H -1.91238 1.91250 2.30491
H -1.29478 0.79520 3.52463
H -0.58702 2.38244 3.37313
H -0.64080 0.22731 -0.81189
H 2.15915 3.26245 -0.75816
H 2.27029 -0.20945 -0.48243
H 1.91037 3.70378 -0.26038
H 0.27387 -0.33345 -4.13487
H -1.28351 -0.05807 -3.15121
H 0.33042 0.76612 -2.71553
H 1.42344 -1.42277 -2.21127
H -0.31109 -2.01740 -2.18999

Results
Kohn-Sham gap: 0.199 Eh
total charge: +1
HOMO level: -14.1 eV

***

y.
Entry from OMol25: a structure of composition C6H17N2 (ωB97M-V/def2-TZVPD).

Geometry (Å):
C 1.43545 1.16619 0.14935
N 0.04023 0.53329 0.23679
C 0.06966 -0.84030 -0.15373
C -1.10819 -1.58763 0.51050
C -2.42846 -1.11192 -0.23832
C -0.88745 -3.11130 0.32221
C 1.81226 1.87293 -1.21442
N 0.88316 2.95392 -1.58191
H 2.30010 0.45653 0.30829
H 1.48370 1.92745 0.86571
H 0.01238 2.54480 -1.24511
H -0.10483 -0.80435 -1.27093
H 0.93724 -1.49499 0.01577
H -1.12566 -1.31498 1.56684
H -2.71458 -1.90166 -0.97537
H -2.20020 -0.17227 -0.80464
H -3.37523 -0.89156 0.32022
H -0.57288 -3.43595 -0.75190
H -0.05646 -3.51233 0.92820
H -1.75068 -3.77841 0.56789
H 2.74050 2.25180 -1.34921
H 1.85519 1.10781 -2.08069
H 0.86905 2.86135 3.89917
H 1.01843 3.98639 -1.31644
H 0.86728 2.29521 3.29172

Results
Kohn-Sham gap: 0.211 Eh
total charge: +1
HOMO level: -13.9 eV

***

z.
Entry from OMol25: a structure of composition C6H17N2 (ωB97M-V/def2-TZVPD).

Geometry (Å):
C -1.16219 1.54956 -0.32748
C -1.48477 0.36737 0.60263
C -0.07650 -0.33265 1.21622
C 1.27769 0.28137 1.22419
C 2.49179 -0.49284 1.20852
C 2.62844 -1.23002 -0.20636
N 2.37538 -0.33425 -1.35277
N -2.75064 -0.33431 0.10979
H -1.38671 1.23931 -1.35223
H -1.80628 2.40572 -0.22677
H -0.13849 1.86986 -0.29916
H -1.91459 0.63745 1.57246
H -0.19586 -0.56116 2.29791
H -0.04443 -1.29983 0.72230
H 1.26980 1.36876 1.24245
H -5.46954 0.30361 -3.15761
H 2.61117 -1.28430 1.99089
H 3.44653 0.00897 1.30148
H 3.38513 -1.99233 -0.29922
H 1.66338 -1.82832 -0.22769
H 3.26499 -0.02717 -1.75140
H 1.95981 0.48540 -0.94537
H -5.57081 1.03678 -3.22378
H -2.73393 -1.35591 0.21323
H -1.63937 -0.48104 -0.33222

Results
Kohn-Sham gap: 0.221 Eh
total charge: +1
HOMO level: -13.2 eV

***

Computed stability ranking, most favorable first: y, x, w, z

***

w.
Entry from OMol25: a cluster of 2 separate species, C5H13N2O in total (ωB97M-V/def2-TZVPD).

Geometry (Å):
C -1.02713 1.87614 2.46715
N -1.41319 2.32195 1.12921
C -0.30148 2.21823 0.17610
O 0.29980 0.99314 0.19689
H -0.58481 0.87369 2.48248
H -1.88755 1.92596 3.13410
H -0.25036 2.57863 2.78817
H -2.16678 1.72412 0.79897
H 0.43016 2.99664 0.51057
H -0.65853 2.48680 -0.82809
C -0.43904 -3.04223 -1.52744
C 0.17604 -1.75926 -1.08702
C 1.50146 -1.46372 -1.21790
N 2.14312 -0.50929 -0.52057
H 0.19833 -3.50354 -2.28643
H -0.61965 -3.71752 -0.68733
H -1.42164 -2.90503 -1.98685
H -0.44587 -0.99136 -0.62601
H 2.09062 -2.14724 -1.83267
H 2.98689 -0.14827 -0.94545
H 1.38962 0.19217 -0.13790

Results
Kohn-Sham gap (spin up / spin down): 0.309 / 0.186 Eh
⟨S²⟩: 0.770
multiplicity: 2
HOMO level (spin up / spin down): -7.8 / -7.5 eV

***

x.
Entry from OMol25: an isolated molecule of C5H13N2O (ωB97M-V/def2-TZVPD).

Geometry (Å):
C -0.86776 -2.42350 0.42374
N -1.04801 -1.00223 0.74776
C -0.06902 -0.10406 0.07261
C -1.05430 0.83899 -0.72164
C -0.25595 1.77706 -1.65407
O 0.87163 2.33048 -0.99319
C 0.82564 0.64218 1.02663
N 2.16535 0.17476 1.19321
H 0.06775 -2.94764 0.65706
H -1.60539 -2.84801 1.14113
H -1.05031 -2.66998 -0.61439
H -1.07323 -1.07172 1.78367
H 0.54218 -0.63546 -0.67593
H -1.70594 0.18928 -1.36894
H -1.55081 1.32803 0.12456
H -0.83475 2.59015 -2.12042
H -0.01026 1.13287 -2.51931
H 0.52198 1.22581 1.85727
H 1.00354 1.61387 -0.06898
H 2.80211 0.67827 0.52076
H 2.32554 -0.81916 1.18845

Results
Kohn-Sham gap (spin up / spin down): 0.345 / 0.294 Eh
⟨S²⟩: 0.757
multiplicity: 2
HOMO level (spin up / spin down): -8.5 / -8.9 eV

***

Computed stability ranking, most favorable first: w, x